(1)
Computed, not measured: C35H52AsFeOP3Se as an isolated structure, with ωB97M-V/def2-TZVPD.

Each line ends with the Mulliken charge.
Cartesian coordinates (Å):
Fe1 0.70966 -0.74021 -2.85894  0.101
P1 -0.30935 -2.36170 -0.95779  1.065
P2 2.27373 -0.98069 0.13943  0.924
P3 2.31935 -2.14814 -3.04600  1.135
H1 -1.37289 2.66656 -5.93517  0.280
C1 -1.54167 1.88484 -6.66323  -0.395
C2 -2.39109 0.88409 -6.37953  -0.650
H2 -2.96236 0.87612 -5.46203  0.295
C3 -1.71076 -1.98299 0.16620  -1.236
C4 0.37629 -3.72221 0.13207  -1.398
C5 -1.15785 -3.44662 -2.18296  -1.459
C6 3.42072 0.47039 0.22723  -1.359
C7 1.76520 -0.84901 1.93359  -1.122
C8 3.59792 -2.28357 0.44151  -1.690
C9 1.63433 -2.35448 -4.71628  -1.304
C10 2.77394 -3.82037 -2.56451  -1.382
C11 3.85943 -1.21949 -3.12637  -1.024
H3 -1.01423 1.93101 -7.61868  0.304
H4 -2.65323 0.09669 -7.11007  0.305
H5 -2.12400 -0.98891 -0.03733  0.118
H6 -1.38596 -2.01119 1.21970  0.296
H7 -2.51474 -2.72153 -0.00030  0.649
H8 0.64224 -3.34292 1.13465  0.383
H9 1.24710 -4.21477 -0.32719  0.306
H10 -0.41616 -4.48448 0.27027  0.517
H11 -1.64018 -2.80747 -2.93697  0.386
H12 -1.92214 -4.03785 -1.64980  0.586
H13 -0.42586 -4.11128 -2.66771  0.296
H14 4.20458 0.26123 0.97529  0.550
H15 2.83749 1.34938 0.53640  0.226
H16 3.89067 0.66128 -0.74675  0.376
H17 2.54817 -1.29207 2.57018  0.670
H18 0.81455 -1.36973 2.09647  0.060
H19 1.62879 0.20617 2.20652  0.229
H20 4.12170 -2.03791 1.37948  0.628
H21 4.34307 -2.34064 -0.36448  0.478
H22 3.11781 -3.26332 0.56526  0.426
H23 2.40920 -2.96357 -5.19769  0.573
H24 1.50595 -1.39487 -5.24954  0.408
H25 0.65992 -2.87422 -4.71728  0.319
H26 3.41363 -4.14626 -3.39688  0.572
H27 1.90853 -4.49229 -2.48507  0.371
H28 3.33502 -3.85159 -1.62361  0.302
H29 4.40868 -1.74362 -3.91724  0.554
H30 4.40003 -1.24034 -2.17070  0.260
H31 3.68507 -0.16662 -3.38997  0.185
C12 0.53414 1.48166 -2.41781  0.247
C13 -0.31262 0.83171 -3.37444  -1.158
C14 0.26794 0.46866 -4.64012  -0.810
C15 1.34974 1.27748 -5.05105  -0.233
C16 2.20016 1.83662 -4.09809  -1.025
C17 1.87198 1.81598 -2.74350  -0.197
Se1 -0.06180 1.59911 -0.56072  0.316
H32 -1.00093 0.48898 -0.60313  -0.042
H33 -1.34933 0.60195 -3.14593  0.801
H34 -0.38823 -0.00321 -5.38421  1.122
H35 1.43186 1.61428 -6.09165  0.472
H36 3.10070 2.35191 -4.46307  0.514
H37 2.61049 2.07939 -1.98106  0.578
O1 -0.88685 0.53497 1.70948  0.575
As1 -1.53768 1.37100 3.01792  0.653
C18 -0.25670 2.69811 3.64255  0.093
C19 0.74366 3.11888 2.76107  0.154
C20 1.75346 3.98626 3.20338  -0.754
C21 1.75101 4.43398 4.52784  -0.500
C22 0.74277 4.02371 5.41258  -0.722
C23 -0.25694 3.14441 4.97485  -0.366
C24 -3.13419 2.20111 2.31055  0.284
C25 -4.01009 1.45865 1.51206  -0.138
C26 -5.17312 2.04864 1.01835  -0.942
C27 -5.44031 3.38232 1.32279  -0.480
C28 -4.56387 4.13864 2.11221  -0.780
C29 -3.39764 3.54251 2.60345  -0.296
C30 -1.76668 -0.03964 4.29950  0.225
C31 -2.96514 -0.76447 4.34766  -0.155
C32 -3.07519 -1.87768 5.19385  -0.697
C33 -1.98546 -2.23531 5.99740  -0.474
C34 -0.81479 -1.47532 6.00447  -0.795
C35 -0.70518 -0.37140 5.15366  -0.379
H38 0.74677 2.73728 1.73496  -0.123
H39 2.54796 4.28213 2.51294  0.407
H40 2.54942 5.09394 4.87361  0.408
H41 0.75540 4.36653 6.45315  0.420
H42 -1.00896 2.78326 5.67548  0.510
H43 -3.78597 0.41689 1.30241  0.309
H44 -5.85967 1.45877 0.41455  0.437
H45 -6.34472 3.84299 0.94920  0.421
H46 -4.78526 5.18271 2.35964  0.418
H47 -2.70310 4.09979 3.23054  0.418
H48 -3.80993 -0.44429 3.73991  0.418
H49 -4.00933 -2.45232 5.20403  0.434
H50 -2.07965 -3.10087 6.64822  0.410
H51 0.01252 -1.74765 6.66514  0.426
H52 0.18905 0.23608 5.17119  0.480

Values from the calculation:
Net charge   +3
Frontier orbital gap (alpha / beta)   6.94 / 3.50 eV
E_LUMO (alpha / beta)   -8.773 / -12.104 eV
Energy relative to the best compared isomer or geometry (same formula, charge and spin)   24.4 kcal/mol
E_HOMO (alpha / beta)   -0.5774 / -0.5736 hartree
Multiplicity   6

(2)
Computed, not measured: an isolated ion of composition C3H8ClNO2P and charge -1, with ωB97M-V/def2-TZVPD.

Each line ends with the Mulliken charge.
Cartesian coordinates (Å):
C1 -0.73576 -1.14368 1.18204  -0.973
N1 0.12518 -0.48439 0.14758  0.029
C2 -0.44328 -0.26524 -1.15217  -0.853
P1 1.85234 -0.81359 0.39999  0.816
O1 2.12290 -0.88538 1.87004  -0.792
O2 2.34292 -1.97258 -0.68188  -0.802
C3 2.27068 0.83299 -0.22015  -0.478
Cl1 4.06086 0.84268 -0.44129  -0.254
H1 -1.59638 -0.52666 1.48234  0.298
H2 -1.10819 -2.15232 0.98092  0.284
H3 -0.04660 -1.13092 2.02548  0.337
H4 -0.35398 -1.09113 -1.86230  0.280
H5 -1.33434 0.32461 -1.04271  0.402
H6 0.25717 0.46656 -1.68661  0.137
H7 1.96430 0.96989 -1.22601  0.213
H8 2.09870 1.62775 0.50121  0.356

Values from the calculation:
Net charge   -1
Frontier orbital gap   8.14 eV
E_LUMO   3.699 eV
SMILES string   CN(C)[P@@](=O)([O-])CCl
Energy relative to the best compared isomer or geometry (same formula, charge and spin)   34.5 kcal/mol
E_HOMO   -0.1631 hartree